Run w
The following is a quantum chemistry calculation of the molecule C6H7N, from the Open Molecules 2025 dataset.

Geometry (Å):
C -0.143 -1.928 0.411
C -0.048 -0.472 0.133
C -0.889 0.543 -0.670
C 0.443 1.428 -0.754
C -0.495 1.528 0.377
N 0.201 0.479 1.232
C 1.171 0.297 -0.069
H 0.118 -2.509 -0.479
H -1.152 -2.185 0.738
H 0.555 -2.190 1.216
H -1.820 0.398 -1.220
H 0.891 2.253 -1.308
H -1.015 2.428 0.684
H 2.181 -0.070 -0.291

Summary:
- LUMO: 1.18 eV
- M: 93.13 g/mol
- SMILES: C[C@@]12[C@@H]3[C@H]4[C@@H]3N1[C@H]42

---

Run x
The following is a quantum chemistry calculation of the molecule C6H7N, from the Open Molecules 2025 dataset.

Geometry (Å):
C 1.979 0.698 -2.067
C 0.892 -0.194 -1.621
C -0.296 0.036 -1.170
C -1.099 -0.174 -0.158
N -0.160 -0.631 1.067
C -1.398 -0.277 1.192
C -2.447 -0.212 2.184
H 2.057 1.450 -1.349
H 1.790 1.113 -3.041
H 2.868 0.077 -2.054
H 1.113 -1.218 -1.766
H -2.399 0.539 2.992
H -2.549 -1.178 2.732
H -3.460 -0.014 1.976

Summary:
- LUMO: 0.69 eV
- M: 93.13 g/mol
- SMILES: CC=C=C1N=C1C

---

Which of them is the most stable, and which is the least stable? run w and run x, in that order.

---

Run w
The following is a quantum chemistry calculation of the molecule C6H7N, from the Open Molecules 2025 dataset.

Geometry (Å):
C 0.116 -1.444 0.458
C 1.063 -1.535 -0.559
C 0.831 -0.471 -1.488
C 0.314 0.658 -0.555
C -0.287 -0.133 0.560
C -1.026 0.500 1.677
N 1.023 -0.428 -2.730
H -0.093 -2.209 1.185
H 1.214 1.191 -0.239
H -0.371 1.374 -1.018
H -1.712 1.248 1.281
H -0.342 1.016 2.355
H -1.584 -0.238 2.248
H 0.853 0.470 -3.175

Summary:
- LUMO (spin up / spin down): -0.61 / -0.77 eV
- M: 93.13 g/mol

---

Run x
The following is a quantum chemistry calculation of the molecule C6H7N, from the Open Molecules 2025 dataset.

Geometry (Å):
C 0.529 1.790 -1.657
C 0.883 0.564 -1.292
C 0.315 -0.182 -0.159
C 0.429 -1.478 0.257
C -0.483 -1.701 1.345
C -1.091 -0.496 1.551
N -0.629 0.433 0.682
H -0.063 2.409 -0.998
H 0.911 2.318 -2.519
H 1.584 -0.043 -1.856
H 1.067 -2.209 -0.211
H -0.679 -2.576 1.939
H -1.863 -0.232 2.260
H -0.910 1.404 0.659

Summary:
- LUMO: 1.00 eV
- M: 93.13 g/mol
- SMILES: C=Cc1ccc[nH]1

---

Which of them is the most stable, and which is the least stable? run x and run w, in that order.

---

Run w
The following is a quantum chemistry calculation of a structure of composition C6H7N, from the Open Molecules 2025 dataset.

Geometry (Å):
C -0.261 -1.483 -1.185
C -1.706 1.120 0.168
C -0.988 0.886 -0.928
C -1.824 -0.308 0.560
C -0.918 -0.526 -0.638
C 3.170 0.077 0.645
N 0.381 -2.374 -1.550
H -2.078 1.876 0.838
H -0.704 1.493 -1.790
H -1.345 -0.583 1.448
H -2.839 -0.663 0.646
H 2.484 -0.773 0.494
H 3.544 0.452 -0.223
H 3.084 0.805 1.517

Summary:
- LUMO (spin up / spin down): 0.07 / -1.12 eV
- M: 93.13 g/mol

---

Run x
The following is a quantum chemistry calculation of the molecule C6H7N, from the Open Molecules 2025 dataset.

Geometry (Å):
C 2.655 -0.825 -0.124
C 1.575 -0.315 0.029
C 0.184 0.050 0.328
C -0.159 1.544 0.328
C -0.745 -0.736 -0.629
C -2.084 -0.891 -0.057
N -3.117 -1.022 0.445
H 3.605 -1.292 -0.261
H 0.021 -0.320 1.347
H -0.220 1.948 -0.689
H -1.133 1.676 0.810
H 0.571 2.127 0.895
H -0.824 -0.216 -1.590
H -0.330 -1.728 -0.831

Summary:
- LUMO: 0.79 eV
- M: 93.13 g/mol
- SMILES: C#C[C@@H](C)CC#N

---

Run y
The following is a quantum chemistry calculation of the molecule C6H7N, from the Open Molecules 2025 dataset.

Geometry (Å):
N 0.322 2.418 -1.525
C -0.282 1.877 -0.684
C -0.275 0.807 0.545
C 1.129 0.200 0.285
C 0.870 -1.168 -0.285
C -0.433 -1.449 -0.320
C -1.254 -0.382 0.385
H -0.382 1.371 1.474
H 1.334 0.859 -0.534
H 1.938 0.349 1.007
H 1.666 -1.764 -0.731
H -0.885 -2.327 -0.779
H -2.107 -0.012 -0.179
H -1.643 -0.780 1.341

Summary:
- LUMO: 0.71 eV
- M: 93.13 g/mol
- SMILES: N#CC1CC=CC1

---

Which of them is the most stable, and which is the least stable? run y and run w, in that order.